1.
{
  "formula": "C2H2O2P",
  "method": "ωB97M-V/def2-TZVPD",
  "symbols": ["P", "O", "O", "C", "C", "H", "H"],
  "xyz": [[-0.91041, 0.04406, -0.00068], [-0.82057, 1.52347, -0.03436], [-2.14217, -0.78953, 0.08101], [0.48211, -0.50273, 1.05203], [0.55161, -0.45152, -0.95823], [1.38045, 0.11012, 1.25021], [1.45897, 0.06612, -1.38998]],
  "de_lowest_ev": 3.712,
  "total_charge": -1,
  "energy_ha": -569.1419
}

***

2.
{
  "formula": "C24H15Cl2F3N4O2",
  "method": "ωB97M-V/def2-TZVPD",
  "symbols": ["Cl", "Cl", "F", "F", "F", "O", "O", "N", "N", "N", "N", "C", "C", "C", "C", "C", "C", "C", "C", "C", "C", "C", "C", "C", "C", "C", "C", "C", "C", "C", "C", "C", "C", "C", "C", "H", "H", "H", "H", "H", "H", "H", "H", "H", "H", "H", "H", "H", "H", "H"],
  "xyz": [[-5.33805, -1.23540, -0.65575], [-4.67575, -3.77566, -2.44682], [-0.56129, 5.90370, 2.31746], [-2.30449, 4.90575, 3.27263], [-0.31082, 4.80513, 4.24399], [-1.84826, -4.61951, -2.14074], [-3.19239, -0.62811, 1.22315], [0.92597, -4.61277, -0.15237], [1.50909, -0.62707, 0.26851], [0.22119, 0.04832, -1.46591], [-0.68732, -2.43835, 3.01371], [-1.06398, 1.15234, 1.75240], [-3.55483, -3.15127, -1.34052], [-0.07743, 1.14265, 0.77986], [4.26572, -0.55537, -2.22657], [-0.82178, 0.77587, -2.18377], [2.12173, 0.09220, -3.16243], [2.28845, -0.68320, -0.87386], [-3.84138, -2.05743, -0.57289], [3.49413, -0.09315, -3.29789], [3.66227, -0.85036, -1.01240], [0.20362, -0.09821, -0.03174], [-1.04230, -2.30249, 1.87448], [-1.43912, -2.04361, 0.42771], [-0.66311, 3.46468, 2.26761], [0.44863, 3.45065, 1.41559], [-0.02483, -3.92479, -0.28717], [2.05697, -0.70342, 1.62405], [-0.96012, 4.77421, 3.01938], [-2.15741, -3.65713, -1.43208], [-2.86384, -1.51846, 0.38802], [1.48964, -0.22777, -1.96234], [0.73165, 2.29264, 0.66291], [-1.41406, 2.30809, 2.44842], [-1.18244, -3.12177, -0.47159], [2.15958, 0.30830, 2.07381], [1.60065, 2.27784, -0.00286], [3.99246, 0.14956, -4.22518], [5.33501, -0.65207, -2.34042], [1.41857, -1.33413, 2.26563], [-1.84060, 0.37736, -1.99064], [-0.66168, 0.72105, -3.27218], [-0.79232, 1.85420, -1.91420], [1.51251, 0.49252, -3.98992], [-1.63293, 0.26999, 2.01164], [3.08367, -1.11709, 1.64783], [-2.25281, 2.35428, 3.13989], [4.22572, -1.22637, -0.14263], [1.10478, 4.31929, 1.29953], [-0.64672, -0.98567, 0.15666]],
  "de_lowest_ev": 0.782,
  "energy_ha": -2512.9277
}

***

3.
{
  "formula": "BH5N2",
  "method": "ωB97M-V/def2-TZVPD",
  "symbols": ["N", "N", "B", "H", "H", "H", "H", "H"],
  "xyz": [[-1.81424, -0.39764, 0.00800], [1.39167, -0.50334, -0.11695], [0.64512, 0.62591, -0.00478], [0.64196, -1.20546, -0.15524], [-1.71449, 0.05154, 0.96609], [0.62315, 1.75296, -0.14366], [-2.06955, 0.47019, -0.51848], [2.29639, -0.79416, -0.03498]],
  "de_lowest_ev": 5.220,
  "energy_ha": -137.2474
}

***

4.
{
  "formula": "C30H67O22P5",
  "method": "ωB97M-V/def2-TZVPD",
  "symbols": ["P", "P", "P", "P", "P", "O", "O", "O", "O", "O", "O", "O", "O", "O", "O", "O", "O", "O", "O", "O", "O", "O", "O", "O", "O", "O", "O", "C", "C", "C", "C", "C", "C", "C", "C", "C", "C", "C", "C", "C", "C", "C", "C", "C", "C", "C", "C", "C", "C", "C", "C", "C", "C", "C", "C", "C", "C", "H", "H", "H", "H", "H", "H", "H", "H", "H", "H", "H", "H", "H", "H", "H", "H", "H", "H", "H", "H", "H", "H", "H", "H", "H", "H", "H", "H", "H", "H", "H", "H", "H", "H", "H", "H", "H", "H", "H", "H", "H", "H", "H", "H", "H", "H", "H", "H", "H", "H", "H", "H", "H", "H", "H", "H", "H", "H", "H", "H", "H", "H", "H", "H", "H", "H", "H"],
  "xyz": [[-1.82670, 3.88396, -5.66761], [-3.43707, 3.16190, 3.52828], [5.20247, -6.60283, 0.08496], [0.16277, -1.20318, -2.27635], [2.75305, 4.75314, 4.54520], [0.16114, -2.44237, -3.38449], [2.27718, -0.48228, 3.18140], [2.34978, 5.25998, 2.91868], [-3.49048, 1.50500, 3.64788], [-2.16908, 3.24301, -7.01970], [6.02887, -6.40600, 1.36343], [-1.31160, 4.58448, -4.19462], [-4.24802, 2.98726, 2.03250], [-2.60864, 3.35563, 4.80619], [5.17064, -8.26166, 0.19522], [5.52908, 0.95412, 3.36783], [-3.15858, 3.28823, -4.86871], [3.73725, -6.24551, 0.78736], [1.68895, -1.18089, -2.11174], [-2.39698, 5.39025, -6.08035], [1.10064, 2.03284, 6.45394], [-0.13376, -2.06951, -0.88720], [0.91818, 1.09249, 4.20992], [4.37594, 5.18868, 4.75963], [-4.89820, 3.54204, 4.22814], [4.39199, -6.78060, -1.40992], [-1.52714, -1.10536, -2.52205], [2.23673, 0.60275, 3.79886], [-5.46926, 2.25337, 1.93425], [-0.29465, -0.45934, 0.91823], [3.46347, -3.83507, 0.66635], [6.61401, 1.26051, 4.26755], [2.18351, -3.45138, -4.20702], [1.10679, -2.41131, -4.45109], [-5.14186, 5.95192, 4.08864], [-2.21829, 5.31166, -3.36424], [6.30240, -9.47010, 1.93920], [2.05474, -6.60942, -1.93120], [-2.06120, 5.92707, -7.35733], [6.37521, -8.95326, 0.51446], [3.18040, -7.53105, -1.50764], [-6.58082, 3.18930, 1.50322], [-2.37504, 0.29345, 5.39994], [4.67094, 2.06852, 3.06645], [-3.28054, 5.89313, -8.25970], [-5.03294, 4.73567, 4.98615], [-3.46835, 1.90298, -4.93793], [-2.36137, 4.59643, -2.03538], [3.58731, -5.05809, 1.55324], [-2.36388, -2.25407, -2.38222], [-2.56031, 1.08774, -4.03980], [1.28280, 2.02668, 5.20526], [2.43475, 2.89485, 4.44686], [-2.29400, 0.80095, 3.97245], [3.22824, 1.87491, 3.77949], [0.44185, -1.65108, 0.34277], [-3.33453, -2.02789, -1.24020], [4.31006, -3.75985, -0.02068], [7.59442, 0.75457, 3.91558], [0.57310, -2.64348, -5.37701], [-4.29470, 6.01040, 3.40096], [-6.36460, 3.61683, 0.52053], [2.80442, 4.62281, 2.30135], [-1.32426, -0.72619, 1.16819], [-3.02992, 6.23524, -9.26690], [3.33219, -8.30205, -2.26841], [2.65457, -3.32283, -3.23164], [-1.50819, 1.27325, -4.27210], [-7.53649, 2.66136, 1.45499], [-3.42275, 1.53517, -5.96565], [2.26196, -6.17539, -2.91212], [2.95808, -3.39877, -4.97621], [-4.06758, 6.53706, -7.85692], [-2.80517, -1.81547, -0.31067], [7.24880, -8.31162, 0.37090], [1.74897, -4.45450, -4.21588], [-6.68270, 4.02444, 2.19714], [2.67648, -5.17102, 2.14800], [-2.76372, 0.02246, -4.15202], [-4.20899, 4.85341, 5.69369], [2.55678, -3.88987, 0.05884], [-5.94492, 4.63888, 5.58187], [6.88248, 2.37020, 4.37476], [-1.41394, 1.43118, 3.82640], [-5.17772, 6.86719, 4.68353], [-3.97592, -1.16640, -1.44498], [-2.71320, 1.35603, -2.99217], [4.40968, -4.93545, 2.26176], [5.07075, 3.06823, 3.50599], [3.41609, -2.92574, 1.26991], [-1.79174, 6.30598, -3.20424], [6.08348, -8.67005, 2.64722], [0.19684, -0.10622, 1.82677], [-3.18948, -0.43005, 5.49872], [-2.69996, 3.56931, -2.17618], [6.47098, -9.79398, -0.17843], [-2.20667, -0.04486, 3.28487], [5.49656, -10.20341, 2.03514], [7.24310, -9.94390, 2.23068], [1.10639, -7.15064, -1.97870], [1.94304, -5.77836, -1.23371], [-0.33833, 0.36148, 0.19746], [1.53954, -1.41372, -4.56582], [-1.39856, 4.54610, -1.51975], [-5.73816, 1.75426, 2.86610], [-1.73991, 6.96205, -7.21023], [4.57195, 2.14987, 1.93351], [-2.58599, 1.10010, 6.10300], [-1.22300, 5.38624, -7.80498], [-5.32595, 1.47715, 1.17711], [-3.07886, 5.11167, -1.39185], [-4.50539, 1.78694, -4.61038], [2.92141, -8.03769, -0.57702], [1.50497, -1.42702, 0.23041], [-3.96476, -2.90728, -1.08593], [6.44877, 0.82770, 5.31049], [4.75966, 5.27368, 3.84409], [-6.04908, 5.90287, 3.48198], [0.37198, -2.49304, 1.03720], [-1.79773, -3.17182, -2.21810], [-3.70220, 4.88981, -8.32953], [-1.44034, -0.18927, 5.69574], [-2.91711, -2.37381, -3.31860], [-3.19736, 5.44721, -3.82552]],
  "smiles": "COCC1=C(P(O)O)C(=O)OC1=O.CCOP(=O)(OCC)OCC.CCOP(=O)(OCC)OCC.CCOP(=O)(OCC)OCC.CCOP(=O)(OCC)OCC",
  "energy_ha": -4545.0509
}